Here is a structure of composition C32H30F5N12O3PdSe from the Open Molecules 2025 dataset. Energies are from ωB97M-V/def2-TZVPD.

Each line ends with the Mulliken charge.
Cartesian coordinates (Å):
1 Pd 1.67402 -1.17270 -0.18192  -0.309
2 C -1.31925 -3.47201 0.90061  -0.690
3 N -0.38243 -4.53067 0.55778  1.019
4 C 0.74078 -4.46449 -0.17505  0.088
5 N 1.26472 -5.66956 -0.30843  -0.665
6 C 0.39543 -6.44838 0.37831  -0.242
7 N -0.61718 -5.80903 0.92593  -0.930
8 C -2.50239 -3.40887 -0.03451  0.509
9 C -3.46932 -4.40978 -0.06483  -0.479
10 C -4.54091 -4.31919 -0.94310  -0.683
11 C -4.65922 -3.23569 -1.80082  -0.900
12 C -3.69002 -2.24024 -1.77681  0.054
13 C -2.61693 -2.32777 -0.89341  -0.094
14 C -3.75677 -1.09644 -2.68406  0.760
15 N -4.46989 -0.89723 -3.73990  -0.588
16 N -4.09707 0.35215 -4.22978  -0.581
17 C -3.16722 0.78182 -3.44707  0.376
18 O -2.92132 -0.06925 -2.43017  -0.049
19 C -2.37160 2.00652 -3.49812  -0.149
20 C -2.41954 2.84312 -4.60633  -0.983
21 C -1.62753 3.97998 -4.62833  -0.885
22 C -0.79923 4.27822 -3.55575  -0.845
23 C -0.75028 3.44084 -2.44690  0.938
24 C 0.18723 3.78343 -1.31066  -1.434
25 N 0.01605 2.97950 -0.11793  1.029
26 C 0.82622 2.03591 0.38463  -0.684
27 N 0.31229 1.53541 1.49353  0.081
28 C -0.87184 2.19154 1.58889  -0.630
29 N -1.09293 3.08447 0.64677  -1.042
30 C -1.53242 2.29973 -2.42736  0.431
31 H -0.76087 -2.52851 0.86546  0.105
32 H -1.64077 -3.65691 1.92683  0.345
33 H 1.12405 -3.52955 -0.56835  0.318
34 H 0.51555 -7.51419 0.48921  0.445
35 H -3.37323 -5.26283 0.59553  0.453
36 H -5.29057 -5.10004 -0.95934  0.385
37 H -5.48602 -3.15784 -2.49454  0.510
38 H -1.85866 -1.55203 -0.89175  0.090
39 H -3.06394 2.59196 -5.43797  0.493
40 H -1.64318 4.63082 -5.49286  0.368
41 H -0.17260 5.16340 -3.59111  0.473
42 H 0.05871 4.83005 -1.02889  0.486
43 H 1.22113 3.64945 -1.63153  0.265
44 H 1.75474 1.73493 -0.07946  0.647
45 H -1.58393 2.01478 2.37788  0.565
46 H -1.48087 1.61516 -1.59451  0.843
47 N 2.58562 -1.82616 1.66505  -0.453
48 C 2.68657 -0.87462 2.77738  1.349
49 C 2.60820 -1.55519 4.17318  -1.351
50 C 1.37755 -1.17326 5.00298  -0.318
51 C 1.60207 0.09924 5.82107  -1.254
52 N 1.95706 1.23558 4.99617  -0.389
53 C 1.10046 2.15129 4.73604  0.663
54 N -0.21546 2.17603 5.12763  -0.331
55 N 1.48059 3.26969 4.01775  -0.650
56 C 4.00868 -0.12491 2.66078  0.443
57 O 4.10773 0.96307 3.42942  -0.583
58 O 4.92437 -0.50466 1.97968  -0.639
59 H 1.99918 -2.61128 1.92336  0.165
60 H 3.51229 -2.17555 1.43551  0.247
61 H 1.87409 -0.15103 2.67984  -0.516
62 H 3.50492 -1.33725 4.76123  0.443
63 H 2.62090 -2.63421 4.00446  0.560
64 H 1.14406 -1.97995 5.70346  0.439
65 H 0.50842 -1.05514 4.34803  0.234
66 H 2.43750 -0.08452 6.50338  0.340
67 H 0.73293 0.28976 6.46534  0.385
68 H 3.30684 1.05242 4.02925  0.470
69 H -0.52271 1.48022 5.78259  0.146
70 H -0.63367 3.08420 5.23585  0.270
71 H 2.40516 3.16656 3.62267  0.301
72 H 0.80801 3.52794 3.30841  0.258
73 F 2.21246 3.76971 -5.82913  -0.387
74 C 1.88993 2.72537 -5.04691  0.631
75 C 0.88497 1.84935 -5.41687  0.366
76 F 0.24958 2.03521 -6.58394  -0.404
77 C 0.53217 0.81045 -4.57845  0.410
78 F -0.47217 0.02515 -4.98954  -0.480
79 C 1.15128 0.56849 -3.34779  -0.106
80 Se 0.50488 -0.83784 -2.24268  -0.135
81 C 2.17543 1.45624 -3.03337  0.233
82 F 2.85140 1.34974 -1.87761  -0.369
83 C 2.53483 2.51971 -3.84504  0.217
84 F 3.50286 3.37016 -3.45901  -0.420

## Properties
Total charge ... -1
Energy relative to the best compared isomer or geometry (same formula, charge and spin) ... 0.00 kcal/mol
Gap between HOMO and LUMO ... 5.687 eV
Highest occupied orbital energy ... -3.59 eV